1.
A single C13H14N2O3S molecule in a non-equilibrium geometry, computed with ωB97M-V/def2-TZVPD.

The geometry in XYZ format:
```
33
Properties=species:S:1:pos:R:3:forces:R:3:lowdin_charge:R:1
O 1.8410 -1.0839 1.9041 -3.89 -1.00 1.81 0.02
O 1.2368 3.2722 -1.9299 1.85 -0.58 0.74 -0.26
O -1.1258 3.4320 -1.9607 0.90 -2.46 1.16 -0.30
C 0.6405 -0.8465 2.3077 4.91 1.42 -0.97 -0.24
C -0.9241 1.1825 1.9092 -1.47 -0.93 1.71 -0.04
C 0.0975 0.2730 1.5672 -1.19 0.02 -1.28 -0.20
C -1.0460 2.0200 0.8647 -1.14 2.41 1.03 -0.14
C 0.5220 0.6044 0.2895 1.19 -1.57 0.87 -0.04
C -0.0851 -1.0454 -4.7206 -3.57 3.97 -0.47 -0.07
C -1.1448 -0.0364 -4.6834 0.58 0.64 0.80 -0.03
C 0.9586 -0.8845 -3.8909 1.49 -0.52 0.99 -0.09
C -1.0782 1.0998 -3.7929 0.29 -2.49 0.25 -0.04
C 1.0106 0.1292 -2.9425 -1.93 0.99 -0.31 -0.07
C -0.0278 1.0730 -2.8262 -0.42 0.58 -1.15 -0.23
N -1.0478 -2.0942 3.7175 -2.54 0.51 -0.69 0.01
N -0.0596 1.8171 -0.0629 0.15 -1.24 -2.31 -0.11
C 1.2877 -2.0178 4.3264 0.28 0.87 0.65 -0.08
C 0.1325 -1.2013 3.7198 0.24 -1.41 0.10 -0.37
S 0.0356 2.5622 -1.7187 -2.67 0.50 -0.86 0.78
H -1.5966 1.1056 2.8324 1.18 0.48 -1.60 0.14
H -1.7018 2.8712 0.8890 0.10 0.28 -0.64 0.12
H 1.1183 -0.2159 -0.2071 -0.37 2.09 -0.17 0.15
H -0.1199 -1.5886 -5.6116 0.21 -1.70 -0.70 0.09
H -2.0304 -0.1120 -5.3613 1.07 0.08 0.52 0.11
H 1.7767 -1.5935 -3.9556 0.17 0.22 0.07 0.12
H -1.8591 1.8667 -3.7609 0.40 -0.35 -0.06 0.11
H 1.8562 0.2654 -2.3578 1.47 -0.03 1.09 0.09
H -1.5591 -2.1389 4.6336 1.14 0.23 -1.04 0.09
H -1.8297 -1.8305 3.0289 1.82 -0.21 1.19 0.10
H 1.5199 -2.8864 3.7175 0.15 0.29 -0.26 0.08
H 2.1501 -1.3650 4.5041 0.10 -0.25 -0.60 0.08
H 1.1101 -2.3995 5.3125 -0.85 -0.18 0.64 0.06
H -0.0584 -0.2339 4.2588 0.36 -0.65 -0.50 0.15
```
Forces are in eV/Å.

Results
Multiplicity ... 1
Energy ... -1237.06032 Eh
Gap between HOMO and LUMO ... 8.74 eV
SMILES ... C[C@H](N)C(=O)c1ccn(S(=O)(=O)c2ccccc2)c1
ΔE to the lowest compared entry with this formula, charge and spin ... 135.93 kcal/mol

2.
A molecular structure, C4H6BrNS in a non-equilibrium geometry, computed with ωB97M-V/def2-TZVPD.

The geometry in XYZ format:
```
13
Properties=species:S:1:pos:R:3:forces:R:3:lowdin_charge:R:1
C -0.1855 -1.6804 -1.0072 0.54 1.17 2.01 -0.16
C 0.5764 -2.2117 -0.0438 0.51 -1.07 -0.34 -0.41
C -0.4144 -0.3137 -0.6410 -3.24 2.23 -3.27 -0.49
C 0.3510 1.4743 0.8829 1.39 2.10 -0.56 -0.11
N 0.3726 0.1415 0.2947 1.05 0.30 2.22 -0.47
S 1.0379 -1.1566 1.1710 0.66 0.59 0.62 1.06
Br -2.6585 -0.2532 0.3415 -0.54 -0.25 0.38 0.02
H -0.6820 -2.2990 -1.6742 -0.84 -0.40 -1.53 0.10
H 0.9246 -3.2260 -0.0358 -0.03 -0.32 0.27 0.08
H -1.0257 0.4754 -1.2271 1.77 -1.61 0.65 0.09
H -0.2903 1.8007 1.7174 -0.24 -1.36 -0.25 0.09
H 1.3801 1.8434 1.1361 -0.57 -1.04 0.04 0.10
H 0.1427 2.1969 0.0914 -0.46 -0.35 -0.26 0.09
```
Forces are in eV/Å.

Results
Multiplicity ... 1
Energy ... -3182.91424 Eh
Gap between HOMO and LUMO ... 8.01 eV
ΔE to the lowest compared entry with this formula, charge and spin ... 35.17 kcal/mol

3.
A gas-phase ion, CH4IN2 (charge +1) in a non-equilibrium geometry, computed with ωB97M-V/def2-TZVPD.

The geometry in XYZ format:
```
8
Properties=species:S:1:pos:R:3:forces:R:3:lowdin_charge:R:1
C -0.1479 -0.5009 0.1267 5.95 0.68 1.14 -0.07
N -1.3250 -0.0149 0.0794 -0.19 3.35 -1.51 0.17
N 1.1733 0.4039 -0.0862 -6.30 -4.91 1.94 -0.56
I 3.1250 0.0363 -0.1602 0.29 -0.45 -0.06 0.95
H -0.0674 -1.5234 0.5779 0.50 0.92 -0.80 0.16
H -2.1660 -0.5674 0.2927 0.51 0.50 -0.16 0.17
H -1.3769 1.0226 -0.2692 -0.67 -2.58 0.93 0.21
H 0.7849 1.1437 -0.5611 -0.08 2.48 -1.46 -0.02
```
Forces are in eV/Å.

Results
Multiplicity ... 1
Energy ... -447.36659 Eh
Gap between HOMO and LUMO ... 8.78 eV
SMILES ... N/C=[NH+]/I
Total charge ... +1
ΔE to the lowest compared entry with this formula, charge and spin ... 56.74 kcal/mol

4.
A molecular structure, C5H6BeLi2O4 in a non-equilibrium geometry, computed with ωB97M-V/def2-TZVPD.

The geometry in XYZ format:
```
18
Properties=species:S:1:pos:R:3:forces:R:3:lowdin_charge:R:1
O 0.9586 -0.7307 -0.7346 0.23 -1.63 3.65 0.00
C 0.8862 0.2740 -1.4963 0.33 1.73 -1.34 -0.57
O -0.2370 0.7634 -1.7970 -0.16 -0.39 0.10 -0.13
Li -1.5071 -0.3804 -0.7299 -0.36 -0.05 0.26 0.78
Li -0.5674 1.6607 -3.3936 0.03 0.16 -0.14 0.88
O -1.7148 -0.8678 1.0511 1.22 -0.25 -0.44 -0.10
Be 0.9707 -1.0810 0.8846 -2.51 0.09 -1.09 0.86
C -0.8600 -1.2063 1.8839 -0.25 0.73 -0.10 -0.36
O -1.3357 -1.4112 3.1063 1.20 0.12 -1.62 -0.04
C -0.4046 -1.6801 4.1523 0.70 -0.31 0.80 -0.04
H -0.9694 -1.6401 5.0881 0.14 0.00 -0.30 0.11
H 0.0329 -2.6800 4.0320 -0.17 0.26 0.04 0.11
H 0.3857 -0.9174 4.1734 -0.25 -0.18 0.02 0.09
C 2.1284 0.8293 -2.0809 0.16 -0.18 0.13 -0.05
C 2.2743 2.1321 -2.3325 -0.16 -0.07 -0.17 0.11
H 2.9470 0.1201 -2.2133 -0.18 0.19 0.03 0.14
H 3.2000 2.5210 -2.7557 -0.20 -0.06 0.20 0.11
H 1.4834 2.8556 -2.1157 0.23 -0.14 0.00 0.09
```
Forces are in eV/Å.

Results
Multiplicity ... 1
Energy ... -524.41451 Eh
Gap between HOMO and LUMO ... 8.70 eV
Total charge ... +2
ΔE to the lowest compared entry with this formula, charge and spin ... 0.00 kcal/mol

5.
A molecular structure, C39H46N10S2Y, computed with ωB97M-V/def2-TZVPD.

The geometry in XYZ format:
```
98
Properties=species:S:1:pos:R:3:forces:R:3:lowdin_charge:R:1
Y -0.4632 0.0724 0.3601 -0.11 0.55 0.17 1.40
C -2.6085 2.2326 -0.7252 0.11 -0.03 -0.05 -0.08
N -1.1448 2.0829 -0.8659 -0.07 0.02 -0.02 -0.25
C -0.8086 2.0073 -2.3037 0.01 0.03 -0.02 -0.14
C -1.2996 0.7138 -2.9242 0.06 -0.10 -0.05 -0.15
N -0.6630 -0.4889 -2.3194 -0.10 -0.05 0.09 -0.21
C 0.7071 -0.6340 -2.8320 -0.01 0.03 0.05 -0.06
C -1.4526 -1.6677 -2.6843 0.11 0.11 -0.14 -0.29
C -1.4710 -2.1096 -4.0056 -0.04 -0.03 0.08 -0.03
C -2.2286 -3.2071 -4.3740 0.00 0.00 0.02 -0.07
C -2.9797 -3.8696 -3.4109 0.01 0.01 -0.02 -0.08
C -2.9754 -3.4223 -2.1038 -0.02 -0.02 0.05 -0.11
C -2.2191 -2.3109 -1.7215 0.04 0.04 0.06 -0.58
S -2.3097 -1.7314 -0.0639 -0.27 -0.11 0.00 0.65
C -0.4175 3.1320 -0.1466 -0.06 -0.17 0.01 -0.25
C -0.9672 4.3563 0.2033 -0.07 0.07 0.02 -0.09
C -0.4176 5.4370 0.8995 0.12 -0.10 0.05 -0.13
C 0.8693 5.5975 1.5165 -0.04 0.13 -0.05 -0.13
C 1.8386 4.6844 1.7658 -0.10 -0.08 -0.04 -0.12
C 1.5205 3.2627 1.5056 0.02 0.00 -0.11 -0.54
S 2.8660 2.0441 1.1930 0.12 0.06 0.25 1.06
H -2.9793 3.0326 -1.3741 -0.01 0.01 0.04 0.11
H -2.8563 2.4690 0.3055 0.01 -0.02 -0.02 0.09
H -3.1062 1.3066 -1.0051 0.01 0.02 0.00 0.06
H 0.2725 2.0927 -2.4115 -0.02 -0.01 -0.01 0.11
H -1.2454 2.8666 -2.8283 -0.01 -0.02 -0.02 0.14
H -1.1003 0.7322 -4.0025 -0.01 0.02 0.01 0.13
H -2.3759 0.6007 -2.8050 0.00 0.03 0.00 0.12
H 0.7391 -0.7261 -3.9207 0.01 -0.04 0.00 0.09
H 1.1704 -1.5167 -2.3888 0.01 0.00 0.00 0.10
H 1.2813 0.2429 -2.5689 0.01 0.00 -0.01 0.04
H -0.8941 -1.5932 -4.7607 0.00 0.01 -0.03 0.11
H -2.2350 -3.5383 -5.4033 0.00 -0.01 0.00 0.11
H -3.5762 -4.7311 -3.6795 0.00 -0.01 -0.02 0.11
H -3.5701 -3.9242 -1.3515 0.00 0.00 0.00 0.10
H -1.9888 4.5329 -0.1165 0.00 -0.01 0.00 0.10
H -1.0596 6.3052 0.9587 0.00 0.02 0.01 0.08
H 1.0986 6.6185 1.8074 0.00 0.00 -0.01 0.10
H 2.8131 4.9766 2.1288 0.02 -0.02 0.02 0.10
C -0.4425 0.8562 3.6690 0.04 -0.05 0.06 -0.12
N 0.3743 1.2828 2.5371 -0.06 -0.13 -0.10 -0.13
C 0.5530 2.7468 2.5575 0.01 -0.04 0.06 -0.18
C 1.0412 3.0194 0.0145 0.22 -0.24 0.06 -0.42
N 1.7459 1.6656 -0.1749 0.06 0.20 -0.34 -0.23
C 2.5593 1.8272 -1.3812 -0.18 -0.04 0.24 -0.31
C 3.3628 0.8964 -1.9958 0.05 -0.08 -0.09 -0.07
C 4.1175 1.2937 -3.0966 -0.07 0.11 0.03 -0.08
C 4.0521 2.6139 -3.5320 0.03 -0.05 -0.02 -0.07
C 3.2725 3.5628 -2.8830 -0.01 0.03 0.02 0.00
C 2.5411 3.1630 -1.7703 0.10 0.00 -0.12 -0.23
N 1.8072 3.8948 -0.8813 -0.12 0.12 0.07 0.15
C -1.8759 0.8712 3.2758 0.09 -0.05 0.03 -0.31
N -2.2801 0.5788 2.0616 -0.13 -0.09 -0.12 0.07
C -3.6905 0.6091 2.1310 0.11 0.00 -0.11 -0.22
C -4.6746 0.3842 1.1678 0.00 -0.04 0.00 -0.05
C -5.9924 0.5133 1.5553 -0.04 0.01 0.04 -0.06
C -6.3523 0.8598 2.8671 0.04 -0.01 -0.03 -0.07
C -5.3933 1.0819 3.8325 -0.02 0.00 -0.07 -0.01
C -4.0715 0.9447 3.4279 0.03 0.08 0.23 -0.18
N -2.8851 1.1006 4.1338 -0.04 -0.02 -0.10 0.19
H -0.2817 1.4846 4.5529 0.00 0.00 -0.02 0.13
H -0.1719 -0.1670 3.9418 0.01 0.01 -0.02 0.12
H 1.2982 0.8718 2.6476 0.01 0.01 0.01 0.05
H 0.9295 3.0531 3.5403 0.00 0.02 -0.02 0.14
H -0.4099 3.2333 2.3931 -0.01 -0.01 0.01 0.13
H 3.3706 -0.1311 -1.6615 0.00 -0.04 0.04 0.09
H 4.7417 0.5794 -3.6140 0.01 -0.01 0.00 0.10
H 4.6353 2.9175 -4.3914 0.00 0.00 -0.01 0.11
H 3.2662 4.5927 -3.2134 -0.01 0.01 0.01 0.12
H 1.3726 4.7737 -1.1173 0.02 0.00 -0.03 0.16
H -4.4175 0.0844 0.1647 0.01 -0.02 0.01 0.06
H -6.7734 0.3349 0.8288 0.00 0.00 -0.01 0.11
H -7.3980 0.9509 3.1256 -0.01 0.00 -0.01 0.11
H -5.6575 1.3512 4.8457 0.01 -0.01 0.01 0.12
H -2.7844 1.3642 5.0991 -0.02 0.00 0.00 0.17
C 4.1579 -3.2277 0.1199 0.09 -0.01 -0.03 -0.15
C 4.1334 -1.7686 0.5118 -0.04 0.03 0.06 -0.18
N 2.7465 -1.3577 0.7337 -0.04 -0.12 0.01 0.07
C 1.8131 -2.1967 1.3031 0.16 -0.12 0.02 -0.36
N 0.6650 -1.6541 1.6472 0.12 0.22 -0.08 -0.07
C -0.2300 -2.4898 2.4527 -0.08 -0.02 0.02 -0.27
C -0.2581 -3.9069 1.9215 -0.06 -0.03 -0.02 -0.16
C 1.1456 -4.4632 1.9684 0.11 -0.01 -0.02 -0.13
N 2.1160 -3.5020 1.4374 -0.10 0.08 0.03 -0.02
C 3.4614 -4.0215 1.2008 -0.05 -0.05 0.04 -0.14
H 5.1861 -3.5719 0.0123 -0.01 0.02 -0.01 0.13
H 3.6518 -3.3696 -0.8376 -0.02 -0.01 0.00 0.13
H 4.5616 -1.1408 -0.2671 0.01 0.03 -0.01 0.10
H 4.7294 -1.6148 1.4178 0.00 -0.01 0.00 0.13
H 2.6473 -0.4121 1.0819 0.00 0.02 -0.05 0.03
H -1.2323 -2.0598 2.4243 0.02 -0.01 0.00 0.06
H 0.0920 -2.4827 3.5025 0.05 -0.02 -0.02 0.12
H -0.6344 -3.8802 0.8970 0.00 -0.01 0.00 0.09
H -0.9231 -4.5437 2.5049 0.00 0.02 0.02 0.13
H 1.2283 -5.3734 1.3719 -0.02 0.00 0.00 0.13
H 1.4305 -4.7172 2.9947 -0.01 -0.01 0.00 0.13
H 3.3541 -5.0679 0.9155 0.02 0.01 -0.03 0.13
H 4.0415 -3.9962 2.1296 0.00 0.00 0.00 0.14
```
Forces are in eV/Å.

Results
Multiplicity ... 1
Energy ... -2895.94667 Eh
Gap between HOMO and LUMO ... 6.09 eV
Total charge ... +1
ΔE to the lowest compared entry with this formula, charge and spin ... 97.36 kcal/mol

6.
A single C3H4O2S molecule in a non-equilibrium geometry, computed with ωB97M-V/def2-TZVPD.

The geometry in XYZ format:
```
10
Properties=species:S:1:pos:R:3:forces:R:3:lowdin_charge:R:1
C -1.5577 0.4470 0.0789 -2.93 0.23 -2.75 0.01
C -0.5064 -0.1496 0.5045 0.84 -0.10 3.06 -0.15
C 0.6279 -0.4250 -0.3771 0.35 3.66 -0.11 -0.51
O 1.6574 -1.0240 0.2128 2.74 -2.37 1.77 -0.39
O 1.4066 0.8685 -0.8117 -0.12 -1.42 1.50 -0.39
S 2.5702 0.3533 0.3873 -0.84 0.73 -0.98 0.99
H -2.4729 0.4980 0.6854 0.55 0.59 -0.38 0.08
H -1.5953 0.6140 -1.0322 -0.48 0.28 1.17 0.10
H -0.5223 -0.2959 1.6151 0.90 -0.48 -1.12 0.14
H 0.3925 -0.8863 -1.2632 -1.01 -1.12 -2.16 0.12
```
Forces are in eV/Å.

Results
Multiplicity ... 1
Energy ... -665.23092 Eh
Gap between HOMO and LUMO ... 8.07 eV
ΔE to the lowest compared entry with this formula, charge and spin ... 97.08 kcal/mol

Number 1: HOMO level -8.826 eV. Number 2: HOMO level -7.938 eV. Number 3: HOMO level -13.557 eV. Number 4: HOMO level -17.117 eV. Number 5: HOMO level -8.154 eV. Number 6: HOMO level -8.487 eV.